[1]
ORCA calculation (ωB97M-V/def2-TZVPD) on C21H45BiOP3S as an isolated structure.

HOMO-LUMO gap (spin up / spin down): 0.22946 / 0.16674 Eh
HOMO energy (spin up / spin down): -16.528 / -16.263 eV
energy above the lowest of the compared OMol25 structures with the same formula, charge and spin: 20.0 kJ/mol

Geometry as ORCA input:
```
! RIJCOSX wB97M-V def2-TZVPD def2/J DEFGRID3
* xyz 3 1
Bi 1.66628 -0.31050 1.09220
P -0.42046 -1.02602 -0.57067
P 3.39677 -1.19775 -0.96020
P -1.66140 3.84378 -0.39143
H 1.25286 1.65486 -0.88338
C 1.87123 1.61367 0.02111
C 1.27603 1.84252 1.32668
H 1.89851 2.32543 2.08576
C -0.64711 -0.11615 -2.14487
C -0.34982 -2.78132 -1.08041
C -2.06991 -0.89158 0.20740
C 5.10642 -0.61364 -0.68170
C 3.56207 -3.01886 -0.96603
C 3.07547 -0.74140 -2.70576
C -2.02918 5.55833 0.13266
C -2.36889 2.90798 1.01146
C -2.88929 3.60746 -1.73122
H 2.92150 1.85355 -0.16082
H 0.21752 2.12027 1.37063
H -1.29473 -0.70734 -2.81117
H 0.31533 0.05558 -2.64591
H -1.12831 0.85637 -1.96013
H -1.30073 -3.04370 -1.56666
H -0.21254 -3.42544 -0.20009
H 0.47807 -2.96221 -1.78094
H -2.63158 -1.81465 -0.00114
H -2.62565 -0.03687 -0.20522
H -1.97003 -0.77002 1.29525
H 5.80442 -1.46064 -0.74111
H 5.17241 -0.16815 0.32068
H 5.37884 0.14754 -1.42730
H 3.05017 -3.45557 -1.83409
H 3.10936 -3.41763 -0.04683
H 4.62690 -3.28918 -0.98302
H 3.90837 -1.07762 -3.34283
H 2.98345 0.35077 -2.79769
H 2.14456 -1.20680 -3.05770
H -3.03531 5.83371 -0.21211
H -1.28752 6.24605 -0.30221
H -1.96970 5.62551 1.22850
H -2.00970 3.35700 1.94995
H -2.06051 1.85584 0.99382
H -3.46149 2.97441 0.96326
H -3.64337 4.40499 -1.67524
H -3.36028 2.61905 -1.64213
H -2.36506 3.66862 -2.69934
C 2.25649 3.82209 -2.39431
C 1.37486 3.55968 -3.45900
C 1.87876 3.12104 -4.67762
C 3.25633 2.94243 -4.84739
C 4.13635 3.20169 -3.78781
C 3.64118 3.64958 -2.56030
S 1.63444 4.31472 -0.82986
H 0.35235 4.06120 -1.07932
H 0.30287 3.68642 -3.29443
H 1.20098 2.91806 -5.50840
H 3.64203 2.60424 -5.81050
H 5.21290 3.05163 -3.92516
H 4.28752 3.85847 -1.70644
C -0.85203 -2.16299 5.01627
C -0.32409 -0.84645 5.62260
C -0.20659 0.11564 4.44231
O -0.31103 -0.63969 3.21229
C -0.62617 -2.03201 3.50916
H -0.32902 -3.03251 5.41214
H -1.92489 -2.26477 5.21719
H 0.66713 -1.00674 6.05973
H -0.98560 -0.45248 6.39507
H -1.01726 0.86052 4.46609
H 0.75216 0.65090 4.44601
H 0.21655 -2.66987 3.18113
H -1.51025 -2.32614 2.92087
*
```

---

[2]
ORCA calculation (ωB97M-V/def2-TZVPD) on an isolated ion of composition C4H11N4 and charge +1.

HOMO-LUMO gap (spin up / spin down): 0.32720 / 0.30727 Eh
HOMO energy (spin up / spin down): -13.618 / -13.410 eV
energy above the lowest of the compared OMol25 structures with the same formula, charge and spin: 665.6 kJ/mol

Geometry as ORCA input:
```
! RIJCOSX wB97M-V def2-TZVPD def2/J DEFGRID3
* xyz 1 1
C 0.81094 -0.47941 0.04368
C -1.07946 1.53114 0.15581
C 1.71168 -1.66354 -0.03256
C -2.60318 -0.28567 -0.44725
N -0.41697 -0.82246 0.01882
N 1.33003 0.71887 -0.19864
N 2.54850 1.19533 0.11428
N -1.46758 0.15900 0.27261
H -0.86081 2.07542 1.13680
H -1.40977 2.08842 -0.68489
H 1.29008 -2.57090 -0.54167
H 1.85374 -1.98350 0.99394
H 2.69612 -1.44865 -0.45219
H -3.57822 0.09097 -0.08331
H -2.59455 0.14881 -1.48243
H -2.76878 -1.31190 -0.46376
H 3.21932 1.15116 -0.64770
H 2.88371 1.54169 1.00498
H -1.56480 -0.13477 1.29346
*
```

---

[3]
ORCA calculation (ωB97M-V/def2-TZVPD) on C63H128F12N14O30S12 as an isolated structure.

HOMO-LUMO gap: 0.24795 Eh
HOMO energy: -12.450 eV

Geometry as ORCA input:
```
! RIJCOSX wB97M-V def2-TZVPD def2/J DEFGRID3
* xyz 2 1
C -0.22801 -4.57851 4.94284
N 0.84609 -4.80948 3.94088
C 0.95883 -4.06917 2.80717
C 1.70025 -4.32260 1.64765
C 2.49102 -5.44877 1.70847
C 2.29850 -6.29230 2.84726
C 1.48593 -6.00175 3.97680
C 3.28007 -5.95872 0.59916
C 4.31391 -5.13882 0.23082
C 5.14399 -5.51887 -0.81802
N 4.86434 -6.69197 -1.40364
C 3.73938 -7.38575 -1.18749
C 2.90461 -7.03035 -0.12621
C 5.80065 -7.13288 -2.52023
H -0.16048 -3.59435 5.43956
H -0.26219 -5.38410 5.60554
H -1.16020 -4.61814 4.39856
H 0.42179 -3.12386 2.86268
H 1.69625 -3.64554 0.85968
H 2.77502 -7.22604 2.90299
H 1.39520 -6.50177 4.92944
H 4.47876 -4.20210 0.70619
H 6.05810 -5.04488 -1.18892
H 3.58090 -8.34729 -1.77106
H 2.05580 -7.64772 0.07438
H 5.93446 -8.18863 -2.46996
H 6.77357 -6.68408 -2.26109
H 5.45209 -6.74724 -3.44822
C -2.94796 -2.00738 -8.68075
C -1.61693 -2.06888 -7.99658
C -1.78068 -2.60661 -6.57495
C -0.40308 -2.90539 -5.94193
C 0.14865 -4.13569 -6.59538
C 0.54019 -3.91997 -8.10505
N -0.55465 -3.07869 -8.77835
O -0.76332 -3.22070 -9.95925
C 0.71000 -5.21950 -8.82190
C 1.87847 -3.11078 -8.12595
C -0.92387 -0.69089 -7.96487
H -3.53166 -1.23895 -8.19243
H -3.62196 -2.94751 -8.69343
H -2.76101 -1.63346 -9.70970
H -2.47371 -3.45118 -6.68470
H -2.36398 -1.80132 -6.05975
H -0.56471 -3.14053 -4.87132
H 0.41476 -2.10542 -6.05698
H -0.51502 -4.99414 -6.49728
H 1.14262 -4.55160 -6.23937
H 1.12504 -5.13015 -9.83242
H -0.22711 -5.75418 -8.90237
H 1.34260 -5.88208 -8.18689
H 2.63517 -3.83188 -8.58484
H 2.16135 -2.76839 -7.14713
H 1.94710 -2.27000 -8.88727
H 0.03455 -0.63943 -7.41786
H -1.66196 -0.02054 -7.52442
H -0.68010 -0.32351 -9.00517
C -7.11111 0.16806 -1.41668
C -5.98927 -0.60489 -0.70213
C -6.42897 -1.87305 -0.04223
C -6.93424 -2.86999 -1.00352
C -5.79568 -3.31703 -1.94186
C -5.10497 -2.18220 -2.70075
N -4.94097 -1.03194 -1.67467
O -3.91319 -0.45110 -1.76478
C -5.82059 -1.58021 -3.86115
C -3.71355 -2.54166 -3.07990
C -5.28349 0.32110 0.31080
H -7.99979 -0.09242 -0.80037
H -7.31711 -0.16063 -2.46358
H -6.96586 1.28118 -1.42201
H -7.10997 -1.61925 0.71155
H -5.55715 -2.36723 0.37333
H -7.80267 -2.58901 -1.60775
H -7.34864 -3.81584 -0.54272
H -6.29310 -3.89898 -2.73533
H -5.04438 -3.81523 -1.29923
H -6.91027 -1.55937 -3.72774
H -5.60525 -2.19953 -4.74275
H -5.47423 -0.58478 -4.10272
H -2.96632 -2.64947 -2.26057
H -3.33872 -1.78811 -3.83489
H -3.82754 -3.48823 -3.56895
H -5.11837 1.23983 -0.18349
H -4.43188 -0.19240 0.84859
H -6.09355 0.50488 1.05682
C 0.37678 5.89386 -0.32374
C -0.96111 6.15509 -1.06423
C -1.95675 5.00825 -0.63711
C -3.35709 5.46516 -0.73937
C -3.62807 6.61699 0.18805
C -2.92882 7.90868 -0.02466
N -1.48511 7.55433 -0.53935
O -0.68948 8.46611 -0.60485
C -2.73110 8.70472 1.27575
C -3.45357 8.66344 -1.26064
C -0.81272 6.39504 -2.54736
H 0.53246 6.23875 0.67710
H 1.11710 6.40963 -0.91521
H 0.61261 4.80146 -0.41408
H -1.75771 4.78280 0.45332
H -1.76781 4.13124 -1.23716
H -4.07675 4.72214 -0.46289
H -3.49933 5.75214 -1.74258
H -3.51770 6.29235 1.24396
H -4.67977 6.88237 0.00384
H -2.21848 9.61820 1.03573
H -2.18192 8.20455 2.03806
H -3.70040 9.09770 1.63329
H -4.49260 9.03220 -1.23085
H -3.31888 8.01353 -2.15658
H -2.85513 9.55124 -1.35195
H 0.04652 5.81224 -2.93028
H -0.57396 7.45179 -2.76615
H -1.66763 5.95291 -3.07199
C -3.37648 1.54525 6.84854
C -2.39191 0.86955 7.73927
N -0.88214 0.72238 7.36926
C -0.76495 -0.28474 6.24843
C -0.46930 2.12328 6.85684
C 0.97484 2.62802 6.99545
C -0.09072 0.22540 8.57735
C -0.74482 -0.93627 9.31214
O -0.99282 -2.04142 8.50897
C -1.53150 -3.25261 9.01085
H -3.02667 2.45426 6.38667
H -4.29495 1.70994 7.47245
H -3.57759 0.84659 6.02928
H -2.81963 -0.10826 7.95253
H -2.20317 1.32396 8.69007
H 0.22987 -0.63277 6.12696
H -1.17325 0.23407 5.39782
H -1.43932 -1.05964 6.61671
H -1.11425 2.84244 7.38204
H -0.71717 2.08869 5.81167
H 1.15597 3.67218 6.66570
H 1.79462 2.10136 6.52259
H 1.32011 2.65220 8.02144
H 0.03687 1.06029 9.26381
H 0.89819 0.01444 8.18469
H -1.65573 -0.53680 9.80025
H -0.06204 -1.22598 10.11325
H -0.76961 -3.82593 9.52919
H -1.84396 -3.84519 8.15088
H -2.35949 -2.96988 9.72034
C 6.46348 1.01367 2.77767
C 7.17361 2.15586 2.13898
N 6.21826 3.12291 1.44427
C 5.50500 3.87021 2.52395
C 6.96804 4.09903 0.53415
C 8.05161 4.96623 1.09555
C 5.21859 2.36310 0.60360
C 5.73443 1.49604 -0.57541
O 4.61040 0.75127 -0.92712
C 4.75223 0.25523 -2.27773
H 5.73073 1.41423 3.43588
H 7.20939 0.44210 3.32106
H 5.94594 0.27601 2.12380
H 7.84071 1.82130 1.33093
H 7.66801 2.75876 2.89493
H 6.23107 4.11653 3.27063
H 4.78574 3.25556 2.94593
H 5.16832 4.79487 2.09625
H 6.20400 4.73830 0.14136
H 7.34942 3.52425 -0.31309
H 8.83242 4.34316 1.53420
H 7.59134 5.70402 1.72853
H 8.38404 5.61787 0.31752
H 4.56792 3.14650 0.31866
H 4.74773 1.73266 1.31184
H 6.53671 0.86142 -0.29116
H 6.10642 2.11626 -1.45199
H 4.80052 -0.91433 -2.30402
H 5.51304 0.70957 -2.80000
H 3.75052 0.45796 -2.72455
C 1.65355 -1.23325 -0.54783
C 0.93196 -0.95312 0.78650
N 0.66495 0.59392 1.16445
C -0.10113 0.59858 2.48118
C 1.98151 1.20775 1.31496
C 2.08577 2.72450 1.58056
C -0.01601 1.36417 0.10407
C -1.40737 0.74635 -0.30093
O -1.33681 -0.36226 -1.14163
C -1.08549 0.15913 -2.46401
H 1.87897 -2.25615 -0.65442
H 2.57700 -0.71008 -0.63567
H 1.04606 -1.05400 -1.44088
H 1.67273 -1.27970 1.56494
H 0.04787 -1.49617 0.93225
H 0.67232 0.50186 3.31918
H -0.76630 -0.26806 2.55831
H -0.54692 1.55366 2.71815
H 2.50728 0.95598 0.40586
H 2.55393 0.64888 2.05120
H 1.40766 2.97851 2.37747
H 1.76458 3.30171 0.69942
H 3.09423 2.89420 1.89370
H 0.59411 1.44366 -0.76683
H -0.06743 2.38451 0.51212
H -1.95471 1.57762 -0.75001
H -2.01874 0.45679 0.62381
H -2.07291 0.56950 -2.77228
H -0.74473 -0.73953 -2.97500
H -0.34482 0.95449 -2.52621
N 2.33935 -5.67887 -3.80328
S 0.88589 -6.04163 -3.12828
O 0.18599 -5.04674 -2.31669
O 1.01994 -7.37551 -2.70310
F 0.00953 -6.23279 -4.46226
S 2.99877 -4.27342 -3.75864
O 3.70085 -4.07439 -2.50623
O 2.34281 -3.15516 -4.37718
F 4.20813 -4.60856 -4.81887
N 3.94633 -1.06354 3.79792
S 3.98712 -2.59281 3.45138
O 4.20307 -2.71918 2.00379
O 3.04110 -3.37425 4.18095
F 5.36170 -3.07474 4.03432
S 3.51785 -0.68335 5.30488
O 4.23937 -1.38966 6.31087
O 2.09376 -0.62736 5.49513
F 3.97625 0.82461 5.17782
N -1.97921 -4.59133 1.96012
S -2.33962 -5.90101 1.16633
O -1.13756 -6.66020 1.11409
O -3.11464 -5.69820 -0.00587
F -3.40075 -6.71031 2.17326
S -2.73822 -3.21611 1.88130
O -3.37994 -3.10436 0.62242
O -1.93743 -2.13607 2.39999
F -3.85896 -3.41418 2.95497
N 2.66433 3.70141 -1.61515
S 1.74553 3.14567 -2.75615
O 0.39236 3.47405 -2.55785
O 1.92030 1.73389 -2.88061
F 2.14997 3.71225 -4.09662
S 3.56361 4.92701 -1.62635
O 3.62859 5.40300 -0.29613
O 3.40902 5.79204 -2.73871
F 5.06984 4.30359 -1.90857
N -2.24793 3.96083 2.54965
S -3.46435 3.16658 3.20662
O -4.46625 4.06471 3.65422
O -2.96960 2.14703 4.01586
F -4.00897 2.40653 1.92031
S -1.20093 4.50860 3.66766
O -0.16152 3.49412 3.92923
O -1.90463 5.16739 4.72483
F -0.42338 5.62954 2.91531
N -3.82146 2.08093 -3.78951
S -5.00640 3.02622 -3.28430
O -4.96058 4.39574 -3.56036
O -5.18187 2.64825 -1.93749
F -6.35752 2.58926 -3.97040
S -3.75325 1.89977 -5.35885
O -4.69270 2.63446 -6.11088
O -3.64325 0.48896 -5.76542
F -2.35032 2.41148 -5.71824
*
```

---

[4]
ORCA calculation (ωB97M-V/def2-TZVPD) on C45H43AsCrN4O4PS3 as an isolated structure.

HOMO-LUMO gap (spin up / spin down): 0.10936 / 0.21314 Eh
HOMO energy (spin up / spin down): 0.673 / -2.151 eV
energy above the lowest of the compared OMol25 structures with the same formula, charge and spin: 2.3 kJ/mol

Geometry as ORCA input:
```
! RIJCOSX wB97M-V def2-TZVPD def2/J DEFGRID3
* xyz -2 6
Cr -0.82736 -0.28985 -2.75584
O 0.17186 2.45643 -2.19163
N -0.48082 3.42786 -2.75733
C 0.07453 4.66106 -2.77712
C -0.55682 5.74096 -3.33713
C -1.81307 5.54976 -3.91217
C -2.36256 4.29226 -3.90505
C -1.70408 3.18541 -3.33155
S -2.36757 1.61660 -3.33665
H 1.04868 4.69589 -2.31309
H -0.06644 6.70430 -3.33024
H -2.34454 6.37599 -4.36849
H -3.32619 4.09767 -4.35450
O 0.89004 -0.14607 -1.56179
N 1.93380 -0.97155 -1.82388
C 3.15269 -0.63342 -1.22654
C 4.29132 -1.33961 -1.54728
C 4.24732 -2.39773 -2.45077
C 2.96644 -2.75367 -2.98965
C 1.83224 -2.02839 -2.68921
S 0.25616 -2.36368 -3.35507
H 3.08558 0.14623 -0.48396
H 5.21991 -1.05356 -1.06480
H 5.13593 -2.96148 -2.70110
H 2.85976 -3.56890 -3.69213
C 0.87968 -0.23995 3.48264
C 0.37436 1.12232 3.94815
As 0.13723 1.19349 5.89400
C -1.00457 2.78406 6.00576
C -1.10668 3.71694 4.97974
C -1.91765 4.83849 5.12003
C -2.63521 5.03992 6.28784
C -2.53786 4.11531 7.32091
C -1.72512 3.00152 7.17995
C -1.30550 -0.12284 6.02271
C -1.17939 -1.18025 6.91659
C -2.16795 -2.15363 7.00724
C -3.29132 -2.07344 6.19926
C -3.42429 -1.02098 5.30180
C -2.43760 -0.05101 5.21517
P 1.00540 -0.24232 1.61523
C 1.26036 -2.03633 1.33772
C 2.20596 -2.74676 2.07528
C 2.48977 -4.07269 1.77535
C 1.84398 -4.70047 0.71984
C 0.90845 -3.99903 -0.02846
C 0.61192 -2.68039 0.28345
C -0.78402 -0.05563 1.25917
C -1.18626 0.98833 0.43088
C -2.53906 1.23141 0.21749
C -3.49420 0.42919 0.82130
C -3.09968 -0.62997 1.62828
C -1.75227 -0.87102 1.84444
H 0.21952 -1.03885 3.83111
H 1.87340 -0.43246 3.89476
H -0.57901 1.35741 3.46989
H 1.08367 1.90456 3.66611
H -0.56805 3.57192 4.05204
H -1.99377 5.54731 4.30493
H -3.27261 5.90919 6.39230
H -3.09974 4.26151 8.23566
H -1.66200 2.28016 7.98811
H -0.29564 -1.25044 7.54098
H -2.05374 -2.97774 7.70095
H -4.05898 -2.83511 6.25868
H -4.28887 -0.96146 4.65315
H -2.55039 0.75486 4.49891
H 2.74448 -2.26203 2.88235
H 3.23154 -4.60903 2.35677
H 2.08597 -5.72621 0.46713
H 0.42198 -4.45013 -0.88459
H -0.09926 -2.14169 -0.33191
H -0.44670 1.58407 -0.09284
H -2.83722 2.01254 -0.46885
H -4.54615 0.60171 0.62557
H -3.84237 -1.28483 2.07071
H -1.44992 -1.71300 2.45865
N 2.60627 1.65790 -3.34905
C 2.50163 1.05160 -4.54972
S 1.44244 1.62435 -5.72114
N 3.34200 -0.00530 -4.71299
C 3.39059 -0.92116 -5.78646
C 4.64069 -1.37592 -6.18996
C 4.75178 -2.33396 -7.18825
C 3.61075 -2.83525 -7.79638
C 2.36189 -2.38467 -7.38307
C 2.24294 -1.43939 -6.37728
H 1.74164 2.10510 -3.02435
H 3.04774 1.11213 -2.61409
H 3.85745 -0.31151 -3.89321
H 5.52325 -0.97733 -5.70367
H 5.73196 -2.68565 -7.48891
H 3.69094 -3.58225 -8.57763
H 1.46282 -2.79327 -7.82777
H 1.27301 -1.12584 -6.02043
C -4.15918 -2.41231 -1.43037
O -2.97790 -1.66324 -1.63823
C -2.67880 -1.31694 -2.98323
O -3.46694 -1.69070 -3.82486
H -4.22292 -2.60086 -0.35785
H -4.13003 -3.36072 -1.97362
H -5.04543 -1.86381 -1.76281
*
```

---

[5]
ORCA calculation (ωB97M-V/def2-TZVPD) on C6H3NO2S as an isolated structure.

HOMO-LUMO gap (spin up / spin down): 0.28013 / 0.28015 Eh
HOMO energy (spin up / spin down): -7.929 / -7.929 eV
energy above the lowest of the compared OMol25 structures with the same formula, charge and spin: 523.4 kJ/mol

Geometry as ORCA input:
```
! RIJCOSX wB97M-V def2-TZVPD def2/J DEFGRID3
* xyz 0 1
C 1.22999 -1.29703 -0.10530
C -0.51537 1.65512 0.06635
C 2.50555 -0.77337 -0.04658
C 0.31424 -0.26059 -0.05078
C -1.04075 0.43961 -0.02643
C 0.86799 0.99783 0.03847
N -2.87502 -0.14545 0.04600
O -3.62167 0.61780 -0.46812
O -3.01426 -1.18570 0.59484
S 2.56054 0.95044 0.06796
H 1.02553 -2.34771 -0.18455
H -0.86506 2.66165 0.12728
H 3.42827 -1.31258 -0.05913
*
```

---

| no. | total energy (eV) |
| --- | --- |
| 1 | -69066.68759 |
| 2 | -10274.29123 |
| 3 | -312298.73159 |
| 4 | -192567.60051 |
| 5 | -22682.75578 |